{"formula": "C15H41NO6", "method": "ωB97M-V/def2-TZVPD", "elements": ["C", "C", "O", "N", "H", "H", "C", "H", "H", "H", "H", "H", "H", "O", "H", "C", "C", "C", "O", "H", "H", "H", "H", "H", "H", "H", "H", "C", "C", "C", "O", "H", "H", "H", "H", "H", "H", "H", "H", "C", "C", "C", "O", "H", "H", "H", "H", "H", "H", "H", "H", "C", "C", "C", "O", "H", "H", "H", "H", "H", "H", "H", "H"], "coordinates": [[-0.606, -2.487, -3.168], [-1.599, -1.468, -2.958], [-2.175, -0.881, -3.882], [-2.067, -1.046, -1.655], [-2.220, -2.023, -0.962], [-1.146, -0.613, -1.031], [-3.255, -0.128, -1.451], [-0.410, -2.665, -4.295], [-0.961, -3.320, -2.651], [0.306, -2.248, -2.998], [-4.097, -0.539, -1.864], [-2.922, 0.640, -2.120], [-3.145, 0.288, -0.454], [0.034, -0.358, -0.253], [0.823, 0.003, -0.595], [0.155, 1.665, -3.336], [0.250, 2.573, -2.111], [0.166, 4.020, -2.361], [-0.791, 2.092, -1.255], [0.735, 1.883, -4.248], [-0.722, 1.512, -3.673], [0.545, 0.642, -3.376], [1.086, 2.630, -1.461], [0.257, 4.457, -1.355], [-0.845, 4.233, -2.579], [0.556, 4.332, -3.208], [-0.309, 1.284, -1.031], [3.026, 2.481, 2.333], [2.599, 1.459, 1.293], [3.930, 1.133, 0.514], [1.998, 0.376, 1.779], [3.857, 2.099, 3.035], [2.116, 2.812, 2.703], [3.575, 3.383, 1.813], [1.950, 2.118, 0.522], [4.650, 0.472, 0.980], [4.291, 1.992, 0.239], [3.682, 0.442, -0.398], [1.198, 0.179, 1.332], [-3.728, 0.802, 2.748], [-2.281, 0.895, 2.296], [-1.405, 1.188, 3.424], [-1.856, -0.308, 1.648], [-4.595, 0.589, 2.091], [-4.011, 1.732, 3.236], [-3.731, -0.025, 3.468], [-2.118, 1.651, 1.624], [-1.427, 0.360, 4.254], [-1.765, 2.231, 3.852], [-0.449, 1.028, 3.486], [-1.091, -0.165, 1.088], [0.551, -3.198, 1.924], [1.464, -3.353, 0.598], [1.872, -4.750, 0.325], [0.500, -2.878, -0.326], [0.139, -2.128, 2.055], [1.113, -3.556, 2.912], [-0.407, -3.946, 1.992], [2.313, -2.585, 0.717], [2.511, -4.589, -0.615], [1.029, -5.412, 0.410], [2.468, -5.118, 1.258], [0.411, -1.860, -0.262]], "forces_ev_per_a": [[-3.760, -1.420, -4.020], [-3.407, 3.703, -3.135], [1.257, -1.140, 1.429], [0.483, -4.339, 5.218], [0.746, 3.333, -2.426], [0.207, -0.296, -0.500], [4.135, 0.960, -0.918], [-1.507, 0.048, 1.523], [0.213, -1.838, 0.780], [5.961, 1.681, 2.733], [-2.317, -1.087, -0.209], [-0.480, 1.035, -0.322], [-0.695, -0.571, 0.185], [-1.754, -0.315, 0.395], [1.532, 0.520, -0.900], [7.493, 0.167, 0.183], [-0.536, -0.823, -0.797], [-3.890, -0.827, 3.926], [0.243, 0.377, 0.007], [0.031, 1.329, 0.276], [-6.837, -0.314, -1.861], [0.166, -0.368, 1.662], [1.861, -1.603, -0.034], [0.864, 0.767, -0.844], [-1.814, 0.231, -0.225], [3.273, 1.831, -3.349], [-1.207, -0.458, 1.063], [3.273, 0.586, -0.959], [2.824, 3.248, -3.249], [-3.938, -6.363, -0.617], [-0.152, -1.604, 1.999], [-1.850, 0.314, -0.587], [-1.263, 0.967, 1.863], [-1.315, -1.610, 0.766], [0.899, -1.643, 1.436], [0.086, 0.334, 1.000], [2.482, 4.565, -1.875], [0.218, 1.529, 1.054], [-1.359, -0.415, -0.760], [-0.562, -0.618, 0.473], [0.016, -2.181, -0.661], [-5.265, 1.110, 4.917], [-1.336, -0.806, 0.378], [1.076, 0.067, -0.537], [0.137, -0.003, 0.350], [-0.212, 0.285, 0.210], [-0.074, 2.235, -2.019], [-1.681, 1.228, -0.742], [1.187, -2.126, -0.393], [6.064, 0.468, -1.786], [0.571, 0.365, -0.172], [-0.069, -1.719, 2.485], [-2.877, 2.744, 3.322], [2.596, 0.526, 1.136], [0.506, 0.572, -1.886], [0.842, -1.743, -0.196], [-0.837, 1.153, -1.832], [2.209, 1.753, -0.890], [-0.836, -1.336, -0.315], [-0.998, -1.591, 1.127], [-0.480, -0.274, -1.187], [-0.292, 0.789, -1.874], [0.150, -1.390, 0.177]], "nbo_charge": [-0.705, 0.707, -0.535, -0.669, 0.448, 0.510, -0.407, 0.254, 0.252, 0.257, 0.215, 0.237, 0.255, -1.171, 0.468, -0.649, 0.067, -0.629, -0.749, 0.213, 0.211, 0.206, 0.172, 0.221, 0.209, 0.223, 0.485, -0.626, 0.129, -0.617, -0.726, 0.214, 0.211, 0.199, 0.126, 0.213, 0.189, 0.180, 0.500, -0.625, 0.070, -0.621, -0.776, 0.213, 0.211, 0.214, 0.165, 0.203, 0.199, 0.228, 0.502, -0.643, 0.090, -0.643, -0.823, 0.224, 0.187, 0.199, 0.168, 0.225, 0.224, 0.215, 0.505], "e_above_lowest_ev": 6.802, "homo_ev": -8.98}